(1)
An isolated molecule of C4H11NS at a distorted geometry. Source: the OMol25 dataset; level of theory: the ωB97M-V functional and the def2-TZVPD basis.

Cartesian coordinates (Å):
C  0.12735  -1.98897  0.62579
C  -0.42706  -0.52035  0.06758
C  -0.20224  0.93839  0.84996
S  -1.35422  2.13826  0.03172
C  -0.66666  2.22089  -1.68225
N  1.60270  -1.90612  1.08518
H  0.08384  -2.81441  -0.12996
H  -0.70842  -2.33422  1.34714
H  -1.52035  -0.55963  -0.02582
H  -0.14946  -0.48567  -0.97947
H  0.83406  1.23577  0.83208
H  -0.47296  0.80200  1.99921
H  -1.04520  1.38774  -2.35799
H  -0.93473  3.17248  -2.08079
H  0.44352  2.14898  -1.76068
H  1.98005  -0.98951  0.74919
H  2.40975  -2.44563  1.42910

Atoms 1-2, force components in eV/Å:
-0.028 -0.042 0.590
0.394 -0.545 1.025

Properties
frontier orbital gap = 9.602 eV
total energy = -611.859085 a.u.
highest occupied orbital energy = -8.595 eV
net charge = 0

Atom charges from the Mulliken analysis, given in e for atoms 1 to 4: C -0.3215; C -0.9603; C -0.4427; S -0.0923

***

(2)
An isolated molecule of C4H11NS at a distorted geometry. Source: the OMol25 dataset; level of theory: the ωB97M-V functional and the def2-TZVPD basis.

Cartesian coordinates (Å):
C  -0.42423  -0.05720  -2.88532
N  0.26429  -0.84550  -1.68794
C  -0.03115  -0.01473  -0.50460
C  0.21514  -0.78886  0.82172
S  -0.22086  0.02978  2.40555
C  0.52079  1.36178  -0.36066
H  0.08903  0.97168  -3.12864
H  -0.13330  -0.72639  -3.66800
H  -1.55688  -0.04736  -2.68752
H  1.36248  -0.63818  -1.84836
H  -1.12780  0.09308  -0.34638
H  -0.35956  -1.66063  0.64525
H  1.27285  -0.93273  1.08831
H  -1.61072  0.32483  2.09862
H  0.53158  1.85288  -1.38156
H  -0.11014  1.99064  0.32465
H  1.64288  1.20836  -0.19650

Atoms 1-2, force components in eV/Å:
1.178 -0.312 1.325
1.831 3.595 -0.908

Properties
frontier orbital gap = 9.879 eV
total energy = -611.870267 a.u.
highest occupied orbital energy = -8.962 eV
net charge = 0

Atom charges from the Mulliken analysis, given in e for atoms 1 to 4: C -0.7228; N -0.4491; C 0.2138; C -0.9063

***

(3)
A 2-piece molecular cluster, C4H11NS2 overall at a distorted geometry. Source: the OMol25 dataset; level of theory: the ωB97M-V functional and the def2-TZVPD basis.

Cartesian coordinates (Å):
N  -2.50464  -1.36531  -0.54073
C  -1.14309  -1.23728  -0.05288
C  -1.09782  -0.15335  1.00424
S  -1.28456  1.47037  0.44039
S  1.76044  -0.94782  0.51449
C  1.93714  0.84890  0.49311
C  1.79462  1.35644  -0.94561
H  -2.63865  -2.21429  -1.04853
H  -2.88738  -0.53515  -0.97424
H  -0.86465  -2.16340  0.44950
H  -0.38119  -1.03008  -0.81475
H  -1.83337  -0.41287  1.77798
H  -0.08733  -0.27861  1.52639
H  1.14917  1.24940  1.15001
H  2.89951  1.11250  0.93492
H  0.78953  1.08245  -1.25359
H  2.47233  0.78990  -1.57882
H  1.91995  2.42820  -1.08185

Atoms 1-2, force components in eV/Å:
0.226 0.095 0.813
-0.488 0.074 -0.355

Properties
frontier orbital gap = 5.298 eV
total energy = -1009.985478 a.u.
highest occupied orbital energy = -8.652 eV
net charge = 0

Atom charges from the Mulliken analysis, given in e for atoms 1 to 4: N -0.5272; C -0.4133; C -0.5713; S -0.1000

***

(4)
A 2-piece molecular cluster, C4H11NS2 overall at a distorted geometry. Source: the OMol25 dataset; level of theory: the ωB97M-V functional and the def2-TZVPD basis.

Cartesian coordinates (Å):
C  -1.12429  -0.41036  -0.30746
C  -1.96612  0.69022  1.85080
C  2.95505  -1.53164  -0.86370
C  -1.11625  0.90035  0.54230
N  -1.75395  1.94675  -0.11863
S  -1.98497  2.07497  -1.67291
S  2.64742  0.26986  -0.71331
H  -0.67524  -0.34997  -1.29028
H  -0.67803  -1.15358  0.14785
H  -2.11958  -0.66094  -0.60132
H  -1.51035  -0.02796  2.45632
H  -2.97342  0.41280  1.53116
H  -2.04143  1.60656  2.52384
H  3.07679  -1.84243  -1.87877
H  2.01559  -2.03814  -0.75713
H  3.79826  -1.85626  -0.31219
H  -0.13727  1.12249  0.81536
H  3.58781  0.84729  -1.35191

Atoms 1-2, force components in eV/Å:
-1.735 3.975 -1.995
-0.063 1.925 -0.567

Properties
frontier orbital gap (spin up / spin down) = 8.631 / 8.194 eV
spin multiplicity = 3
<S²> = 2.01
total energy = -1010.013247 a.u.
highest occupied orbital energy (spin up / spin down) = -7.831 / -9.288 eV
net charge = 0

Atom charges from the Mulliken analysis, given in e for atoms 1 to 4: C -1.7683; C -1.2896; C -0.7836; C 0.6942

***

(5)
A 2-piece molecular cluster, C4H11NSi overall at a distorted geometry. Source: the OMol25 dataset; level of theory: the ωB97M-V functional and the def2-TZVPD basis.

Cartesian coordinates (Å):
C  0.99274  1.01566  2.48423
C  0.93738  1.38711  1.21123
C  -1.40882  -1.83664  -0.64832
C  0.21501  0.83389  -1.83857
N  -1.30039  -0.64251  0.17004
Si  0.17400  0.29081  -0.02946
H  1.64094  1.65850  3.11584
H  0.41416  0.15981  2.94267
H  1.71987  2.09354  0.93302
H  -1.98460  -1.67069  -1.51471
H  -0.48071  -2.00721  -1.06858
H  -1.66064  -2.66957  0.02743
H  0.94637  1.58886  -1.74287
H  0.36863  0.14401  -2.61861
H  -0.71473  1.46235  -2.02707
H  -1.91397  -0.48553  0.87003
H  2.05476  -1.32239  -0.26631

Atoms 1-2, force components in eV/Å:
-0.283 0.209 1.282
0.229 -0.541 0.080

Properties
frontier orbital gap = 7.881 eV
total energy = -503.118198 a.u.
highest occupied orbital energy = -7.609 eV
net charge = 0

Atom charges from the Mulliken analysis, given in e for atoms 1 to 4: C -0.5570; C -0.1167; C -0.8737; C -0.8769

***

(6)
A 2-piece molecular cluster, C4H11O2S overall at a distorted geometry. Source: the OMol25 dataset; level of theory: the ωB97M-V functional and the def2-TZVPD basis.

Cartesian coordinates (Å):
C  -0.37084  -1.00212  -1.70097
O  -1.60762  -1.59780  -2.16248
C  -0.33907  -0.72462  -0.24234
C  0.72350  -1.35853  0.66302
C  0.84423  -0.58237  1.96566
S  1.47262  1.14584  1.76095
H  -0.21817  -0.12875  -2.34307
H  0.35685  -1.76747  -1.99435
H  -0.24689  0.35212  -0.06366
H  -1.27077  -0.98870  0.27250
H  0.44788  -2.38634  0.93323
H  1.70776  -1.35084  0.19220
H  1.55774  -1.08841  2.62240
H  -0.08789  -0.51826  2.53364
H  -1.26039  2.62144  -0.96292
H  -1.17460  2.52283  -2.42351
H  -2.33942  -1.14060  -1.75069
O  -1.83677  2.62327  -1.73944

Atoms 1-2, force components in eV/Å:
-0.492 -1.152 -1.296
0.075 -0.277 -0.054

Properties
frontier orbital gap = 6.002 eV
total energy = -707.686484 a.u.
highest occupied orbital energy = -2.525 eV
net charge = -1

Atom charges from the Mulliken analysis, given in e for atoms 1 to 4: C -0.2732; O -0.5604; C -0.2536; C -0.5696

***

(7)
A 2-piece molecular cluster, C4H11O3 overall at a distorted geometry. Source: the OMol25 dataset; level of theory: the ωB97M-V functional and the def2-TZVPD basis.

Cartesian coordinates (Å):
C  0.02467  -0.26243  1.28908
C  -1.36816  -0.35475  0.70036
C  -1.44058  0.31160  -0.72712
O  -0.47330  1.23490  -1.02313
C  0.95460  -1.29405  0.64423
O  1.42800  -0.86101  -0.60960
H  0.40413  0.72996  1.04618
H  0.07215  -0.38788  2.36455
H  -2.12049  0.09619  1.37861
H  -1.76374  -1.36547  0.49047
H  -2.48095  0.68909  -0.85336
H  -1.32736  -0.57752  -1.41138
H  0.81384  -0.20805  -0.97183
H  1.86069  -1.50177  1.23090
H  0.38041  -2.22723  0.55110
H  1.06479  2.07472  -0.91615
H  1.99461  1.68923  -2.00020
O  1.97670  2.21446  -1.18271

Atoms 1-2, force components in eV/Å:
0.365 -0.635 -0.305
-1.181 0.527 -0.141

Properties
frontier orbital gap = 7.642 eV
total energy = -384.728515 a.u.
highest occupied orbital energy = -3.479 eV
net charge = -1

Atom charges from the Mulliken analysis, given in e for atoms 1 to 4: C -0.6341; C -0.4917; C -0.7726; O -0.8818

***

(8)
An isolated molecule of C4H11O5P at a distorted geometry. Source: the OMol25 dataset; level of theory: the ωB97M-V functional and the def2-TZVPD basis.

Cartesian coordinates (Å):
O  4.15600  -0.58100  0.79932
P  2.90648  0.07834  0.27551
O  3.10146  1.72718  0.50876
O  2.78575  -0.19494  -1.35732
O  1.53860  -0.32520  1.12392
C  0.52437  -0.97039  0.32743
C  -0.85426  -0.70028  1.05972
C  -2.00681  -0.60104  -0.01502
C  -2.52603  0.86809  -0.24768
O  -2.40282  1.21575  -1.63455
H  3.04183  2.15316  -0.35787
H  2.50847  -1.10403  -1.52210
H  0.40884  -0.55796  -0.69214
H  0.64892  -2.07801  0.34009
H  -1.09692  -1.47978  1.80286
H  -0.75315  0.29644  1.54536
H  -1.66577  -0.96709  -1.00774
H  -2.86038  -1.24749  0.28042
H  -3.60331  0.86558  0.03489
H  -2.00735  1.61005  0.39984
H  -1.84391  1.99264  -1.66369

Atoms 1-2, force components in eV/Å:
-2.735 0.784 -0.762
3.629 -0.339 2.106

Properties
frontier orbital gap = 10.563 eV
total energy = -876.627123 a.u.
highest occupied orbital energy = -10.393 eV
net charge = 0

Atom charges from the Mulliken analysis, given in e for atoms 1 to 4: O -0.6316; P 0.9132; O -0.4671; O -0.5018